# 1
94
Properties=species:S:1:pos:R:3:forces:R:3 method="wB97M-V/def2-TZVPD" s_squared=0.755 fmax_ev_per_a=8.7 spin_multiplicity=2 homo_lumo_gap_ev=6.800
S 8.703862 -0.493899 1.051282 0.119 -0.244 0.111
P 8.525175 -0.098959 2.947274 -1.099 0.698 0.005
P -5.079531 1.895899 -4.743049 4.788 5.690 -4.497
P 7.008785 -0.340836 5.609983 0.704 -0.193 1.321
P -1.278767 -1.373747 1.166551 -2.167 8.141 -2.155
O -0.027118 -0.630360 1.694086 0.628 -4.337 1.346
O -4.639938 0.997323 -5.924939 -2.230 -2.848 2.828
O 7.434577 1.374204 5.695395 -0.209 -1.824 -0.765
O 3.776545 -2.109853 4.493732 0.996 -0.546 -2.639
O 5.466603 -0.459135 6.409360 1.754 -0.917 -1.317
N 4.253983 -2.224166 3.240695 1.320 1.392 1.883
N -5.584875 2.928877 -3.384380 -1.329 -3.175 1.411
N -5.815454 3.006039 -5.789000 -1.960 1.086 -1.282
N -2.377183 -0.330630 1.995451 -0.287 0.145 0.982
N -1.024176 -0.800286 -0.406450 0.831 -0.097 -2.420
N -3.467189 2.406018 -4.394023 0.861 -0.475 0.448
N -2.717629 -2.228325 0.560110 1.504 -2.926 1.734
C -3.441260 0.454080 1.387894 -0.718 -0.511 -0.012
C -1.830027 0.116368 -1.180675 -0.524 -0.131 0.039
C -5.443851 4.374507 -6.068784 0.155 0.279 0.486
C 6.871522 -0.773865 3.726503 -0.860 0.602 -0.718
C 5.667557 0.016247 2.950428 0.559 0.512 -0.807
C 5.265878 -4.300396 4.277919 0.192 -1.018 -0.695
C -6.984964 2.568821 -6.542045 0.110 -0.694 0.025
C -2.566276 -3.116569 -0.603389 0.102 0.106 -0.785
C -2.989762 3.779996 -4.356570 -0.103 0.315 0.824
C 3.038931 -0.010163 3.075370 0.491 0.386 -0.263
C 6.903338 -2.391467 3.494823 0.600 0.003 0.452
C 5.633050 -3.905888 1.701706 -0.114 0.377 -0.441
C -3.261278 -3.089060 1.638480 -0.684 -0.097 0.580
C -7.002958 3.308839 -3.282974 -0.468 0.501 -0.384
C -5.274848 2.238979 -2.108753 0.541 0.027 0.711
C -1.867392 0.404521 3.160605 0.221 -0.436 0.169
C 5.473404 -3.092030 3.136613 0.937 -3.355 1.012
C 4.365123 -0.891526 2.555806 -2.253 2.520 -0.818
C 4.182753 -0.953156 0.900385 -0.020 -0.622 0.722
C 0.162268 -1.257177 -1.120306 0.366 -0.196 0.530
C -2.368336 1.546572 -4.854232 -0.281 -0.378 0.176
H -1.268831 1.266645 2.856662 0.144 0.055 0.063
H -5.862080 1.318316 -2.012372 -0.087 0.148 0.241
H -2.183700 1.674786 -5.923524 0.036 -0.121 -0.109
H -1.435207 1.765109 -4.317883 -0.277 0.286 0.035
H -1.555665 0.128957 -2.242982 0.222 -0.198 0.283
H -2.798071 4.171764 -5.359496 0.012 0.015 -0.056
H 2.907275 0.875550 2.301021 0.210 -1.803 1.618
H -5.484466 2.883862 -1.248215 -0.114 -0.016 -0.220
H 6.300145 -4.880624 1.805591 -1.388 2.191 0.127
H 4.569526 -4.259081 1.301449 2.316 0.949 0.784
H -4.181945 0.751156 2.140782 0.218 -0.032 0.104
H 8.439049 1.357739 3.119131 0.132 -1.289 0.333
H 5.338756 0.979853 3.565579 0.673 -2.247 -1.131
H -4.218502 1.965146 -2.036422 -0.140 0.104 -0.289
H -2.887805 -0.158800 -1.176969 -0.097 0.110 0.135
H -1.718806 1.139813 -0.814254 -0.182 0.165 -0.034
H -4.202846 -3.559089 1.333743 0.208 0.063 -0.142
H 7.347009 -2.873023 4.491400 -0.996 0.985 -2.068
H 5.682071 -4.002564 5.330581 -1.190 -0.430 -1.978
H -3.667861 4.454633 -3.829543 -0.100 -0.202 -0.238
H -6.849940 1.559253 -6.942791 0.061 0.037 0.079
H -7.201374 3.837943 -2.342426 0.304 -0.324 -0.008
H -7.211646 3.208309 -7.400251 0.230 0.051 0.225
H -2.685722 0.764647 3.798417 -0.098 -0.123 -0.368
H -4.547398 4.416355 -6.692239 0.123 0.192 0.026
H -7.868541 2.549505 -5.896345 -0.325 0.021 -0.078
H -7.302440 4.014885 -4.062433 0.250 -0.312 -0.121
H -3.492722 -3.671832 -0.796598 0.117 0.096 0.418
H 6.112274 0.437522 1.933186 -0.949 -0.925 1.973
H -7.657618 2.432761 -3.331642 -0.112 0.144 0.125
H -3.060101 1.371369 0.930304 0.032 0.068 -0.029
H 5.148679 -1.381338 0.393691 -1.937 0.861 0.848
H 1.043462 -1.264269 -0.471073 -0.090 0.014 0.049
H -2.380471 -2.564132 -1.528612 0.200 0.136 0.334
H 0.421477 -0.628209 -1.977077 -0.261 0.028 0.183
H 4.142276 -4.692249 4.303897 2.462 1.148 0.127
H 3.980282 0.139959 0.534921 0.490 -2.165 0.682
H -2.585999 0.492376 -4.649749 -0.045 0.257 -0.282
H -1.755662 -3.837286 -0.455292 -0.146 -0.104 -0.132
H 3.278390 0.469562 4.132449 -0.695 -1.238 -2.189
H -2.048632 3.848087 -3.796797 -0.029 -0.220 -0.096
H -3.482456 -2.519843 2.545759 0.193 0.122 -0.275
H 8.428732 1.483742 5.604389 -1.791 -0.571 0.331
H -5.279977 4.953088 -5.156087 0.200 -0.006 0.013
H 5.388507 -1.441277 6.676778 0.214 2.192 -0.681
H -4.016915 -0.105772 0.647694 0.321 0.003 -0.021
H 2.057134 -0.655389 3.082733 2.055 1.352 -0.010
H 0.016943 -2.278347 -1.486505 0.151 -0.157 -0.252
H 9.631577 -0.526018 3.765579 -0.696 0.262 -0.150
H -2.544765 -3.873937 1.907416 -0.245 -0.148 -0.089
H 5.906133 -5.244810 3.928721 -1.214 2.147 0.736
H 3.231612 -1.628459 0.648044 2.156 1.485 0.532
H -6.227378 4.925796 -6.603662 -0.030 -0.419 0.061
H 7.664185 -2.675216 2.635566 -1.549 0.796 1.648
H 6.200966 -3.214555 0.926005 -1.445 -1.450 1.428
H -1.261461 -0.248166 3.798860 0.024 0.257 -0.295

# 2
19
Properties=species:S:1:pos:R:3:forces:R:3 method="wB97M-V/def2-TZVPD" smiles="CNC(=O)O.C=N.C=O" fmax_ev_per_a=4.3 spin_multiplicity=1 homo_lumo_gap_ev=8.529 relative_energy_kcal_mol=83.6
O -1.279081 -1.374887 0.968405 -0.181 0.653 -0.495
O -1.777598 1.268749 -0.281656 -1.388 -2.270 -1.342
O -1.433652 -2.017844 -1.178813 -0.599 1.549 0.396
N 0.839922 1.839350 -0.308215 -2.954 0.675 -1.284
N 0.473590 -0.993285 -0.501699 -1.027 0.382 -0.266
C -2.221732 0.424135 -1.087176 -0.930 3.569 0.525
C 1.511007 -1.119494 0.496617 -0.084 -0.337 0.238
C -0.844055 -1.374291 -0.321736 2.563 -3.357 0.488
C 1.421595 2.092601 0.766533 -0.030 -0.211 0.507
H 0.771806 -1.066180 -1.463788 -0.133 -0.047 0.157
H -0.871953 -0.652868 1.473833 -0.043 -0.136 -0.189
H -0.326155 1.679627 -0.336080 3.999 -0.003 0.677
H 2.434647 2.501742 0.760765 0.224 -0.292 -0.021
H 2.430498 -0.686147 0.108273 -0.118 0.116 0.087
H -3.185770 -0.052597 -0.890694 0.302 -0.484 0.282
H 1.239362 -0.610452 1.420918 0.153 0.116 -0.063
H -1.892848 0.421978 -2.132287 0.503 -0.392 0.170
H 1.691475 -2.174909 0.737497 0.023 0.104 0.007
H 1.018942 1.894771 1.769304 -0.279 0.364 0.127